No. 1
Computed, not measured: an isolated ion of composition C8H11N3O and charge +2, with the ωB97M-V functional and the def2-TZVPD basis.

Calculated values
Total energy, eV: -14972.9326
M, g/mol: 165.2
SMILES string: C/C(O)=[NH+]/c1ccccc1N=[NH2+]
Total charge: +2
2S+1: 1

Last column: natural (NBO) charge in e.
Positions of all 23 atoms, in Å:
C  -0.2382  2.5676  2.1023  -0.029
C  -0.1722  3.3094  0.9610  -0.176
C  -0.1834  1.1848  2.1403  -0.227
C  -0.1995  2.6504  -0.2559  -0.089
C  -0.0668  0.5051  0.9819  0.237
C  -0.2011  1.2402  -0.2872  -0.007
C  0.7546  -1.6721  0.0869  0.770
C  0.2164  -3.0426  -0.2375  -0.755
N  -0.0128  -0.9460  0.9229  -0.546
N  -0.4085  0.3865  -1.2644  -0.018
N  -0.8944  0.6818  -2.4022  -0.373
O  2.0155  -1.2937  -0.0954  -0.580
H  -0.3435  2.9151  3.0972  0.261
H  -0.1745  4.3975  0.9926  0.276
H  -0.1546  0.7307  3.1473  0.276
H  -0.4379  3.2310  -1.1245  0.247
H  0.8514  -3.9505  -0.0147  0.311
H  -0.7426  -3.1685  0.4372  0.266
H  0.1508  -3.1764  -1.3875  0.306
H  -0.8633  -1.4586  1.2320  0.452
H  -1.0525  1.6362  -2.6979  0.401
H  -1.0080  -0.0176  -3.1917  0.447
H  2.5705  -2.0670  -0.4355  0.550



No. 2
Computed, not measured: C26H37Cl2N3O6SbTc as an isolated structure, with the ωB97M-V functional and the def2-TZVPD basis.

Calculated values
Total energy, eV: -78085.3791
M, g/mol: 778.3
⟨S²⟩: 3.772
Total charge: +1
2S+1: 4

Last column: Löwdin spin population.
Positions of all 76 atoms, in Å:
Tc  0.1194  -1.6902  -0.0205  1.968
C  2.8779  -2.2541  -3.1132  0.000
C  2.4417  -2.0620  -1.6920  0.017
O  1.3349  -1.3861  -1.5369  0.137
C  3.2116  -2.5138  -0.6443  0.045
C  2.9822  -2.1413  0.7060  0.019
C  4.1066  -2.1452  1.6905  0.000
N  1.7968  -1.7070  1.0712  0.021
N  1.6915  -1.0443  2.2849  0.032
C  0.7084  -0.2021  2.2324  -0.004
O  -0.0095  -0.0497  1.1343  0.068
C  0.3335  0.5608  3.4380  -0.001
C  1.0404  0.3856  4.6282  -0.002
C  0.6627  1.0809  5.7627  0.001
C  -0.4184  1.9538  5.7220  -0.002
C  -1.1238  2.1286  4.5414  0.001
C  -0.7491  1.4336  3.4018  -0.002
H  2.0875  -1.9367  -3.7890  0.000
H  3.1009  -3.3046  -3.3000  0.000
H  3.7856  -1.6842  -3.3169  0.000
H  4.1435  -3.0067  -0.8798  0.003
H  4.9677  -2.6651  1.2793  0.000
H  3.7953  -2.6103  2.6250  0.000
H  4.3907  -1.1191  1.9274  0.001
H  1.8786  -0.2968  4.6531  0.000
H  1.2114  0.9427  6.6850  0.000
H  -0.7098  2.4955  6.6124  0.000
H  -1.9690  2.8040  4.5087  0.000
H  -1.3035  1.5579  2.4822  0.000
O  -0.7876  -2.8193  -3.2119  0.004
Cl  -1.3013  -3.1524  -1.9427  0.005
O  -2.3189  -4.1108  -1.9747  0.001
O  -1.7439  -1.9047  -1.2436  0.044
O  -0.1907  -3.5950  -1.0361  0.016
Cl  -4.2499  -1.5211  3.6496  -0.001
C  -2.8607  -2.3800  3.1158  0.000
C  -2.4486  -3.5438  3.7464  0.010
C  -1.3154  -4.1843  3.2730  -0.002
C  -0.6349  -3.6444  2.1991  0.011
N  -1.0425  -2.5198  1.6011  0.006
C  -2.1366  -1.8937  2.0434  0.012
H  -3.0063  -3.9338  4.5869  0.000
H  -0.9576  -5.0942  3.7323  0.000
H  0.2550  -4.1082  1.7951  0.001
H  -2.4257  -0.9825  1.5384  0.001
C  -2.5296  2.5560  -3.6119  0.021
C  -2.1594  1.1365  -3.1883  0.066
C  -1.8170  0.2636  -4.3926  0.002
Sb  -0.5540  1.0614  -1.7451  0.342
C  -0.9338  2.6472  -0.3190  0.050
C  -2.3781  2.5274  0.1637  0.003
C  -0.6123  4.0533  -0.8150  0.017
C  1.3068  1.5095  -2.7359  0.047
C  2.3765  1.7630  -1.6763  0.001
C  1.2086  2.6518  -3.7421  0.017
H  -3.3557  2.5062  -4.3258  0.006
H  -1.6992  3.0588  -4.1121  0.001
H  -2.8552  3.1789  -2.7803  0.001
H  -2.9979  0.6862  -2.6511  0.001
H  -0.9684  0.6675  -4.9502  0.000
H  -2.6681  0.2400  -5.0765  0.001
H  -1.5813  -0.7658  -4.1108  0.001
H  -0.2662  2.4015  0.5089  0.001
H  -3.0926  2.7660  -0.6263  0.000
H  -2.5576  3.2303  0.9810  0.000
H  -2.6082  1.5224  0.5270  0.001
H  -1.2068  4.3337  -1.6847  0.000
H  0.4409  4.1701  -1.0739  0.001
H  -0.8352  4.7718  -0.0217  0.005
H  1.5401  0.5792  -3.2577  0.001
H  2.1953  2.6984  -1.1415  0.000
H  3.3548  1.8488  -2.1547  0.000
H  2.4290  0.9560  -0.9414  0.000
H  0.8914  3.5840  -3.2715  0.001
H  0.5193  2.4305  -4.5580  0.000
H  2.1936  2.8293  -4.1821  0.005



No. 3
Computed, not measured: C40H63ClNO10P4Pb as an isolated structure, with the ωB97M-V functional and the def2-TZVPD basis.

Calculated values
Total energy, eV: -119378.8686
M, g/mol: 1084.5
Total charge: +3
2S+1: 1

Last column: Löwdin charge in e.
Positions of all 120 atoms, in Å:
Pb  0.3615  1.5563  0.4528  0.953
C  1.6590  4.5565  2.9896  -0.045
C  0.7107  3.5570  3.6483  -0.376
C  1.3650  2.1852  3.8101  -0.085
C  -0.6564  3.5067  2.9448  -0.276
C  -1.4741  4.7677  3.2439  -0.041
O  -1.6976  5.3624  1.9464  0.028
C  -1.1689  4.5717  1.0168  -0.292
N  -0.6058  3.4971  1.4563  -0.029
C  -1.3993  5.0901  -0.3621  -0.103
C  -1.7795  6.4354  -0.4220  0.015
C  -2.1492  7.0346  -1.6132  -0.015
C  -2.1864  6.2856  -2.7764  -0.020
C  -1.7928  4.9586  -2.7390  -0.084
C  -1.3665  4.3515  -1.5582  -0.297
P  -0.8104  2.6367  -1.7864  0.965
C  -2.2540  1.8529  -2.5670  -0.357
C  -2.1787  1.1039  -3.7377  -0.073
C  -3.3338  0.5564  -4.2851  -0.063
C  -4.5628  0.7537  -3.6737  -0.056
C  -4.6427  1.4946  -2.4987  -0.066
C  -3.4932  2.0355  -1.9455  -0.116
C  0.5276  2.6734  -2.9965  -0.416
C  1.1324  3.8461  -3.4344  -0.075
C  2.2324  3.7822  -4.2802  -0.039
C  2.7353  2.5561  -4.6850  -0.040
C  2.1541  1.3808  -4.2247  -0.065
C  1.0661  1.4386  -3.3721  -0.142
H  2.5646  4.6616  3.5871  0.097
H  1.2111  5.5505  2.9044  0.091
H  1.9537  4.2301  1.9914  0.025
H  0.4824  3.9203  4.6559  0.147
H  1.6943  1.7698  2.8517  0.000
H  0.6889  1.4693  4.2884  0.083
H  2.2543  2.2702  4.4357  0.094
H  -1.1870  2.6030  3.2614  0.136
H  -0.9304  5.4867  3.8516  0.137
H  -2.4437  4.5778  3.6976  0.140
H  -1.7923  7.0213  0.4837  0.130
H  -2.4247  8.0806  -1.6223  0.127
H  -2.5124  6.7275  -3.7091  0.127
H  -1.8027  4.3805  -3.6559  0.124
H  -1.2357  0.9772  -4.2501  0.095
H  -3.2734  -0.0101  -5.2058  0.116
H  -5.4621  0.3493  -4.1198  0.118
H  -5.6042  1.6734  -2.0329  0.117
H  -3.5662  2.6431  -1.0481  0.109
H  0.7685  4.8119  -3.1123  0.110
H  2.7033  4.6981  -4.6113  0.122
H  3.5871  2.5136  -5.3506  0.120
H  2.5606  0.4232  -4.5243  0.084
H  0.6406  0.5159  -2.9848  0.095
C  -2.2397  -3.1208  -2.6464  -0.024
C  -0.8014  -3.5271  -2.8721  -0.383
C  -0.6328  -4.7675  -3.7067  -0.018
O  -0.1731  -3.8195  -1.5430  -0.157
P  0.5382  -2.7413  -0.6936  0.489
O  -0.2975  -1.6375  -0.0989  -0.350
C  1.1514  -3.6560  0.7476  -0.162
P  1.2703  -2.4931  2.1004  0.608
O  -0.2066  -1.9474  2.3807  -0.185
O  1.8172  -3.0958  3.3836  -0.128
C  1.4648  -4.2693  4.2802  -0.330
C  1.5358  -5.5620  3.5096  -0.029
C  0.1380  -3.9984  4.9402  -0.025
O  2.0773  -1.2519  1.7425  -0.185
C  3.5910  -1.0694  1.8277  -0.340
C  3.9117  -0.4906  3.1808  -0.011
C  3.9525  -0.1819  0.6681  -0.056
O  1.7240  -2.1048  -1.4707  -0.164
C  2.6636  -2.8824  -2.3429  -0.377
C  2.7024  -2.1828  -3.6781  -0.019
C  4.0121  -2.9238  -1.6622  -0.023
H  -2.6597  -2.7668  -3.5883  0.098
H  -2.3120  -2.3098  -1.9187  0.069
H  -2.8322  -3.9724  -2.3062  0.095
H  -0.2486  -2.6940  -3.3109  0.125
H  -1.1341  -5.6145  -3.2366  0.101
H  0.4183  -5.0173  -3.8509  0.087
H  -1.0810  -4.6032  -4.6872  0.107
H  2.1238  -4.1203  0.5701  0.102
H  0.4216  -4.4296  0.9947  0.088
H  2.2698  -4.2195  5.0069  0.157
H  0.6884  -5.6790  2.8304  0.080
H  1.4921  -6.3843  4.2246  0.112
H  2.4726  -5.6583  2.9597  0.099
H  -0.6850  -4.0433  4.2217  0.081
H  0.1343  -3.0295  5.4399  0.097
H  -0.0314  -4.7653  5.6964  0.112
H  4.0210  -2.0671  1.7190  0.141
H  3.5202  0.5245  3.2639  0.073
H  4.9972  -0.4468  3.2835  0.113
H  3.5201  -1.0996  3.9939  0.087
H  3.5938  0.8370  0.8335  -0.007
H  3.5272  -0.5505  -0.2660  0.063
H  5.0389  -0.1541  0.5750  0.116
H  2.2576  -3.8901  -2.4422  0.135
H  2.9410  -1.1279  -3.5326  0.067
H  1.7615  -2.2638  -4.2220  0.085
H  3.4846  -2.6293  -4.2928  0.112
H  4.4813  -1.9391  -1.6679  0.090
H  4.6602  -3.6108  -2.2063  0.109
H  3.9458  -3.2748  -0.6299  0.072
C  -3.4142  -0.1807  0.8474  0.004
O  -2.0125  -0.5180  1.1278  -0.287
P  -1.6188  -1.9342  1.6276  0.507
O  -1.9613  -3.2374  0.8629  -0.218
C  -3.2183  -3.9972  0.9402  0.021
O  -2.5406  -2.1462  2.8899  -0.231
C  -2.5531  -1.2464  4.0244  -0.019
H  -4.0915  -0.8295  1.3974  0.101
H  -3.5674  -0.2648  -0.2246  0.090
H  -3.5451  0.8489  1.1645  0.103
H  -2.9628  -5.0025  0.6271  0.108
H  -3.9227  -3.5524  0.2442  0.101
H  -3.6008  -3.9895  1.9534  0.096
H  -3.0413  -1.7806  4.8312  0.110
H  -3.1232  -0.3525  3.7774  0.095
H  -1.5377  -0.9807  4.3132  0.088
Cl  2.4581  2.7149  -0.2380  0.007



No. 4
Computed, not measured: C22H24InNO3S2 as an isolated structure, with the ωB97M-V functional and the def2-TZVPD basis.

Calculated values
Total energy, eV: -57672.3099
M, g/mol: 529.4
Total charge: -2
2S+1: 1

Last column: natural (NBO) charge in e.
Positions of all 53 atoms, in Å:
In  -0.4713  -0.5168  0.1359  0.792
C  -0.1727  -2.6333  -1.1021  -0.416
C  -1.5770  -2.1672  -0.9820  -0.522
C  -1.9096  -1.4916  -2.2237  -0.309
H  -2.3013  -2.6336  -0.3366  0.227
C  -0.7421  -1.4371  -3.0383  -0.308
C  0.3315  -2.1259  -2.3655  -0.284
H  1.3134  -2.3322  -2.7719  0.203
H  0.2956  -3.4070  -0.5094  0.239
H  -2.8744  -1.1477  -2.4941  0.185
H  -0.6695  -1.0063  -4.0168  0.190
C  1.6357  1.3751  0.1063  -0.383
C  2.4201  0.5599  -0.7975  -0.361
C  2.0477  0.9166  -2.1409  -0.339
H  3.2257  -0.1010  -0.5097  0.214
C  1.0343  1.9317  -2.0603  -0.371
C  0.7484  2.1780  -0.6821  -0.358
H  0.0633  2.9041  -0.2905  0.185
H  1.7834  1.4403  1.1793  0.199
H  2.4758  0.5175  -3.0343  0.176
H  0.6185  2.4457  -2.9042  0.163
O  -2.8187  -0.1658  1.2635  -0.559
C  -2.7857  2.8769  -2.7040  0.027
C  -3.4064  2.1080  -1.6731  -0.435
C  -2.2783  2.0369  -3.8151  -0.656
C  -2.1008  4.0786  -2.1798  -0.653
C  -3.4173  0.5585  0.4429  0.184
H  -4.0060  1.2035  -2.0651  0.182
H  -3.9287  2.7391  -0.8914  0.171
H  -3.9964  1.5517  0.7624  0.104
H  -4.0033  -0.0277  -0.4344  0.108
H  -2.4372  2.7094  -4.6670  0.179
H  -2.9233  1.1410  -3.9942  0.214
H  -1.2204  1.7531  -3.7026  0.266
H  -2.5549  4.8903  -2.7949  0.184
H  -1.0028  4.0128  -2.4016  0.244
H  -2.3197  4.3160  -1.0941  0.221
O  3.5873  -1.7350  0.7996  -0.920
S  2.5283  -2.4084  1.4927  2.288
O  2.1815  -3.7717  1.1170  -0.944
N  1.1276  -1.4580  1.4933  -0.871
C  0.7479  -1.1434  2.7590  0.063
S  -0.5724  -0.1634  3.0719  -0.166
C  1.5990  -1.5967  3.7993  -0.108
C  1.5346  -1.1426  5.1248  -0.165
C  2.5788  -1.4530  5.9858  -0.231
C  3.7001  -2.1678  5.4764  -0.226
C  3.7913  -2.5504  4.1113  -0.204
C  2.7238  -2.2503  3.2727  -0.283
H  0.6710  -0.5224  5.4015  0.249
H  2.5444  -1.1645  7.0507  0.202
H  4.5309  -2.4416  6.1554  0.197
H  4.6504  -3.0822  3.6752  0.219



No. 5
Computed, not measured: C28H49MnN9O7P as an isolated structure, with the ωB97M-V functional and the def2-TZVPD basis.

Calculated values
Total energy, eV: -98173.2488
M, g/mol: 709.7
⟨S²⟩: 6.139
Total charge: +2
2S+1: 5

Last column: natural (NBO) charge in e.
Positions of all 95 atoms, in Å:
Mn  -0.2278  -0.7598  -0.6346  1.605
N  0.2026  -0.8507  1.8531  -0.854
C  1.6317  -1.1395  1.9862  -0.172
C  2.2918  -0.6620  3.2797  -0.411
C  2.3121  0.8546  3.5327  -0.423
C  3.3834  1.6262  2.7486  -0.222
N  4.6982  0.9953  2.7716  -0.568
C  5.6416  1.1609  3.6780  0.676
N  6.7953  0.4947  3.5709  -0.765
N  5.4664  1.9810  4.7160  -0.771
C  2.3916  -0.6400  0.7362  0.819
O  3.5930  -0.4100  0.8188  -0.709
O  1.6885  -0.5522  -0.3284  -0.781
H  -0.0027  0.1065  2.1157  0.376
H  -0.3508  -1.4683  2.4354  0.391
H  1.7389  -2.2277  1.9436  0.236
H  3.3135  -1.0422  3.2731  0.225
H  1.7820  -1.1397  4.1186  0.225
H  2.4548  1.0074  4.6054  0.216
H  1.3536  1.3178  3.2758  0.214
H  3.4489  2.6553  3.1081  0.200
H  3.1148  1.6590  1.6995  0.243
H  4.8331  0.3371  2.0127  0.462
H  6.9954  -0.0768  2.7687  0.426
H  7.5394  0.6387  4.2302  0.422
H  4.6178  2.5029  4.8340  0.423
H  6.2016  2.1270  5.3849  0.425
O  -0.3129  0.1647  -2.7681  -0.658
C  -1.3627  0.4209  -3.3629  0.436
C  -2.6778  -0.0514  -3.0461  -0.258
C  -3.7160  0.2051  -3.9515  -0.106
C  -4.9905  -0.2161  -3.6878  -0.046
C  -5.2869  -0.8899  -2.4943  -0.102
C  -4.2930  -1.1525  -1.5926  -0.294
C  -2.9530  -0.7619  -1.8350  0.429
O  -2.0454  -1.0277  -0.9611  -0.752
N  -6.0451  0.0260  -4.6728  0.532
O  -7.1814  -0.2474  -4.3474  -0.356
O  -5.7137  0.5056  -5.7410  -0.371
H  -1.3060  1.0725  -4.2506  0.150
H  -3.5172  0.7268  -4.8797  0.254
H  -6.3075  -1.1912  -2.3016  0.262
H  -4.5005  -1.6771  -0.6690  0.234
C  -1.8183  1.9791  3.3561  -0.403
N  -2.2648  1.9076  1.9728  -0.811
C  -3.2850  0.8926  1.7174  -0.414
P  -1.3504  2.3426  0.6573  2.453
O  -0.6789  1.2168  -0.0542  -1.177
N  -2.4463  3.0557  -0.3552  -0.811
C  -2.0447  3.3243  -1.7319  -0.410
C  -3.5620  3.8741  0.1091  -0.408
N  -0.1708  3.3617  1.2536  -0.813
C  -0.5674  4.6945  1.7060  -0.416
C  1.1464  3.3490  0.6176  -0.405
H  -2.6257  2.3568  3.9872  0.214
H  -0.9649  2.6439  3.4435  0.221
H  -1.5350  0.9913  3.7410  0.180
H  -4.0986  1.0010  2.4359  0.216
H  -2.8814  -0.1233  1.8025  0.185
H  -3.6876  1.0112  0.7118  0.228
H  -1.1425  2.7638  -1.9752  0.217
H  -1.8538  4.3897  -1.8901  0.199
H  -2.8398  3.0197  -2.4173  0.206
H  -3.7650  3.6723  1.1570  0.222
H  -4.4556  3.6305  -0.4699  0.211
H  -3.3582  4.9416  -0.0162  0.197
H  -1.5657  4.6683  2.1417  0.218
H  -0.5610  5.4206  0.8867  0.200
H  0.1400  5.0386  2.4630  0.209
H  1.3796  2.3513  0.2522  0.222
H  1.8943  3.6495  1.3560  0.189
H  1.2107  4.0545  -0.2174  0.197
C  2.0402  -4.7114  -4.0339  -0.425
N  1.9525  -3.2643  -3.7141  -0.329
C  0.6936  -2.6887  -4.2447  -0.430
C  2.1582  -2.9506  -2.2384  -0.236
C  1.1240  -3.5637  -1.3236  -0.129
C  1.2736  -4.9098  -0.9813  -0.214
C  0.3656  -5.5490  -0.1575  -0.192
C  -0.7034  -4.8269  0.3495  -0.203
C  -0.8238  -3.4777  0.0556  -0.181
C  0.0815  -2.8054  -0.7715  -0.272
H  1.9465  -4.8528  -5.1079  0.238
H  1.2345  -5.2354  -3.5298  0.245
H  2.9970  -5.1119  -3.7058  0.232
H  2.7196  -2.7997  -4.1991  0.430
H  -0.1506  -3.1402  -3.7278  0.242
H  0.6229  -2.8857  -5.3121  0.234
H  0.6897  -1.6201  -4.0626  0.244
H  2.1475  -1.8663  -2.1308  0.253
H  3.1531  -3.3204  -1.9923  0.227
H  2.1284  -5.4646  -1.3523  0.212
H  0.4943  -6.5933  0.0932  0.233
H  -1.4333  -5.3079  0.9877  0.231
H  -1.6584  -2.9350  0.4857  0.213



No. 6
Computed, not measured: a 2-piece molecular cluster, C4H12N3 overall, with the ωB97M-V functional and the def2-TZVPD basis.

Calculated values
Total energy, eV: -8805.4725
M, g/mol: 102.2
Total charge: +1
2S+1: 1

Last column: natural (NBO) charge in e.
Positions of all 19 atoms, in Å:
C  1.6328  0.4953  -2.2437  -0.646
C  0.8874  0.4559  -0.9166  -0.222
C  -1.3789  -0.5832  -0.5603  0.158
N  -0.1832  -0.5939  -0.9903  -0.414
H  2.0802  -0.4883  -2.5063  0.225
H  1.0652  0.8731  -3.1148  0.240
H  2.4981  1.1819  -2.1666  0.253
H  1.5413  0.0813  -0.1271  0.230
H  0.4310  1.4125  -0.6194  0.238
H  -1.9201  -1.4995  -0.4289  0.245
H  -1.9237  0.3538  -0.5092  0.222
H  0.2144  -1.5342  -1.2051  0.428
N  -0.9100  0.9385  1.6483  -0.859
C  -0.4622  -0.2330  2.3269  0.271
N  -0.9901  -1.4112  2.1131  -0.718
H  -1.9185  0.9935  1.6148  0.396
H  -0.5330  1.7840  1.9875  0.399
H  0.3900  -0.0963  3.0054  0.179
H  -0.5207  -2.1300  2.6923  0.375